[1]
# C5H7NO2

The molecule C5H7NO2 (the ωB97M-V functional and the def2-TZVPD basis, OMol25).

Properties
Charge: 0
SMILES string: C[C@@H]1C(=O)C([NH3+])=C1[O-]
LUMO: -0.37 eV
Relative energy (zero: lowest compared OMol25 entry of this formula, charge and spin): 278.50 kJ/mol
HOMO-LUMO gap: 8.00 eV

Last columns: bonded neighbours and bond lengths (Å).
Element x y z (Å)
1 C -2.26 -0.23 -0.34  C2 1.554, H9 1.077, H10 1.191, H11 1.008
2 C -1.06 -0.21 0.65  C1 1.554, C3 1.543, C7 1.635, H12 1.120
3 C -0.06 0.93 0.34  C2 1.543, O4 1.212, C5 1.468
4 O -0.10 2.14 0.34  C3 1.212
5 C 1.06 -0.01 0.18  C3 1.468, N6 1.468, C7 1.372
6 N 2.42 0.27 -0.28  C5 1.468, H13 1.089, H14 1.046, H15 0.983
7 C 0.26 -1.12 0.31  C2 1.635, C5 1.372, O8 1.233
8 O 0.32 -2.34 0.16  C7 1.233
9 H -2.82 -1.15 -0.33  C1 1.077
10 H -1.81 -0.20 -1.44  C1 1.191
11 H -2.79 0.60 -0.12  C1 1.008
12 H -1.37 -0.05 1.71  C2 1.120
13 H 3.13 0.48 0.52  N6 1.089
14 H 2.19 1.16 -0.78  N6 1.046
15 H 2.87 -0.30 -0.94  N6 0.983

[2]
# C4H32N2O13

A cluster of 14 separate species, C4H32N2O13 in total (the ωB97M-V functional and the def2-TZVPD basis, OMol25).

Properties
Charge: +1
Expectation value of S²: 0.762
Multiplicity: 2
LUMO (spin up / spin down): -3.68 / -7.65 eV
Relative energy (zero: lowest compared OMol25 entry of this formula, charge and spin): 3.11 kJ/mol
HOMO-LUMO gap (spin up / spin down): 9.38 / 5.40 eV

Last columns: bonded neighbours and bond lengths (Å).
Element x y z (Å)
1 C -1.86 2.95 0.38  C2 1.456, H7 1.089, H8 1.090, H9 1.102
2 C -0.92 2.87 -0.73  C1 1.456, C3 1.433, N6 1.369
3 C 0.42 2.37 -0.85  C2 1.433, N4 1.331, H10 1.082
4 N 0.70 2.01 -2.10  C3 1.331, C5 1.340
5 C -0.38 2.39 -2.80  N4 1.340, N6 1.352, H11 1.082
6 N -1.38 2.86 -2.02  C2 1.369, C5 1.352, H12 1.021
7 H -2.84 2.49 0.25  C1 1.089
8 H -1.47 2.50 1.29  C1 1.090
9 H -2.13 3.99 0.62  C1 1.102
10 H 1.09 2.08 -0.05  C3 1.082
11 H -0.47 2.47 -3.87  C5 1.082
12 H -2.33 3.09 -2.31  N6 1.021
13 H -0.24 -1.92 -1.36  O15 0.984
14 H -1.32 -1.21 -2.21  O15 0.974
15 O -0.49 -1.71 -2.29  H13 0.984, H14 0.974
16 H -3.09 1.27 -3.34  O18 0.961
17 H -4.61 1.30 -3.16  O18 0.961
18 O -3.86 1.84 -3.39  H16 0.961, H17 0.961
19 H 0.85 -0.66 5.40  O21 0.961
20 H 1.59 -1.09 4.05  O21 0.987
21 O 0.85 -0.57 4.44  H19 0.961, H20 0.987
22 H -2.91 -0.73 -0.98  O24 0.967
23 H -2.08 0.48 -1.28  O24 0.956
24 O -2.64 -0.16 -1.71  H22 0.967, H23 0.956
25 H 3.37 0.71 0.56  O27 0.972
26 H 2.86 1.11 1.92  O27 0.975
27 O 3.28 0.36 1.47  H25 0.972, H26 0.975
28 H 3.92 0.86 -1.78  O30 0.971
29 H 2.48 1.01 -1.95  O30 0.975
30 O 3.10 0.53 -1.38  H28 0.971, H29 0.975
31 H -0.24 -1.36 3.12  O33 0.978
32 H -1.63 -1.81 3.42  O33 0.965
33 O -1.10 -1.51 2.67  H31 0.978, H32 0.965
34 H 1.18 -2.45 -3.23  O36 0.971
35 H 2.50 -2.02 -2.56  O36 0.963
36 O 2.07 -2.76 -2.99  H34 0.971, H35 0.963
37 H 1.73 -3.79 -1.66  O39 0.995
38 H 2.35 -4.42 -0.44  O39 0.966
39 O 1.60 -3.87 -0.67  H37 0.995, H38 0.966
40 H 1.17 2.42 3.75  O42 0.960
41 H 1.44 0.89 3.52  O42 0.982
42 O 1.37 1.77 3.08  H40 0.960, H41 0.982
43 H 2.48 -1.02 1.97  O45 0.991
44 H 1.83 -2.41 1.87  O45 0.964
45 O 2.11 -1.76 2.52  H43 0.991, H44 0.964
46 H -1.53 -0.39 1.15  O48 0.954
47 H -3.19 -0.40 1.34  O48 0.953
48 O -2.40 -0.07 0.92  H46 0.954, H47 0.953
49 H 0.03 -3.37 0.05  O51 0.978
50 H -0.50 -2.36 1.08  O51 0.969
51 O -0.73 -2.79 0.25  H49 0.978, H50 0.969

[3]
# C30H23B3BrO16P

A cluster of 6 separate species, C30H23B3BrO16P in total (the ωB97M-V functional and the def2-TZVPD basis, OMol25).

Properties
Charge: 0
SMILES string: O=P(O)(O)B1OBOB(Br)O1.O=C1C=CC(=O)C=C1.O=C1C=CC(=O)C=C1.O=C1C=CC(=O)C=C1.O=C1C=CC(=O)C=C1.O=C1C=CC(=O)C=C1
LUMO: -1.91 eV
HOMO-LUMO gap: 8.13 eV

Last columns: bonded neighbours and bond lengths (Å).
Element x y z (Å)
1 O 1.28 4.78 0.12  P2 1.609
2 P 2.23 3.64 -0.50  O1 1.609, O3 1.775, O4 1.741, B5 1.914
3 O 3.21 3.09 0.88  P2 1.775, H12 1.022
4 O 1.34 2.26 -1.09  P2 1.741, H13 1.008
5 B 3.45 4.42 -1.74  P2 1.914, O6 1.506, O11 1.504
6 O 3.58 5.90 -2.02  B5 1.506, B7 1.506
7 B 4.94 6.21 -1.46  O6 1.506, O8 1.506, H14 1.192
8 O 6.14 5.39 -1.87  B7 1.506, B9 1.502
9 B 5.74 3.94 -1.87  O8 1.502, Br10 2.005, O11 1.506
10 Br 6.87 2.52 -1.03  B9 2.005
11 O 4.42 3.57 -2.51  B5 1.504, B9 1.506
12 H 3.88 3.85 1.01  O3 1.022
13 H 1.99 1.49 -1.10  O4 1.008
14 H 5.04 7.09 -0.66  B7 1.192
15 O 2.55 -0.32 0.21  C16 1.223
16 C 1.86 -1.31 0.37  O15 1.223, C17 1.476, C22 1.476
17 C 2.14 -2.28 1.44  C16 1.476, C18 1.337, H23 1.083
18 C 1.39 -3.37 1.61  C17 1.337, C19 1.476, H24 1.083
19 C 0.23 -3.64 0.74  C18 1.476, O20 1.223, C21 1.476
20 O -0.46 -4.64 0.90  C19 1.223
21 C -0.06 -2.67 -0.34  C19 1.476, C22 1.337, H25 1.083
22 C 0.70 -1.59 -0.51  C16 1.476, C21 1.337, H26 1.083
23 H 3.00 -2.06 2.08  C17 1.083
24 H 1.58 -4.09 2.40  C18 1.083
25 H -0.91 -2.89 -0.97  C21 1.083
26 H 0.51 -0.87 -1.29  C22 1.083
27 O 0.15 -1.76 3.34  C28 1.223
28 C -0.99 -1.93 3.76  O27 1.223, C29 1.476, C34 1.476
29 C -1.62 -0.96 4.67  C28 1.476, C30 1.337, H35 1.083
30 C -2.86 -1.14 5.13  C29 1.337, C31 1.476, H36 1.083
31 C -3.66 -2.32 4.74  C30 1.476, O32 1.223, C33 1.476
32 O -4.80 -2.49 5.16  C31 1.223
33 C -3.03 -3.29 3.82  C31 1.476, C34 1.337, H37 1.083
34 C -1.79 -3.11 3.36  C28 1.476, C33 1.337, H38 1.083
35 H -1.03 -0.10 4.95  C29 1.083
36 H -3.34 -0.44 5.80  C30 1.083
37 H -3.62 -4.15 3.54  C33 1.083
38 H -1.31 -3.81 2.69  C34 1.083
39 O 4.47 -2.08 9.04  C40 1.223
40 C 3.33 -2.01 8.60  O39 1.223, C41 1.476, C46 1.476
41 C 2.99 -2.56 7.28  C40 1.476, C42 1.337, H47 1.083
42 C 1.74 -2.48 6.80  C41 1.337, C43 1.476, H48 1.083
43 C 0.66 -1.84 7.57  C42 1.476, O44 1.223, C45 1.476
44 O -0.48 -1.77 7.13  C43 1.223
45 C 1.00 -1.30 8.90  C43 1.476, C46 1.337, H49 1.083
46 C 2.25 -1.38 9.38  C40 1.476, C45 1.337, H50 1.083
47 H 3.79 -3.02 6.72  C41 1.083
48 H 1.47 -2.87 5.82  C42 1.083
49 H 0.20 -0.84 9.46  C45 1.083
50 H 2.52 -0.98 10.35  C46 1.083
51 O 0.91 -0.76 -3.29  C52 1.223
52 C 0.61 0.02 -4.18  O51 1.223, C53 1.476, C58 1.476
53 C 1.56 0.38 -5.25  C52 1.476, C54 1.337, H59 1.083
54 C 1.22 1.24 -6.22  C53 1.337, C55 1.476, H60 1.083
55 C -0.11 1.86 -6.26  C54 1.476, O56 1.223, C57 1.476
56 O -0.42 2.65 -7.15  C55 1.223
57 C -1.06 1.51 -5.19  C55 1.476, C58 1.337, H61 1.083
58 C -0.73 0.65 -4.22  C52 1.476, C57 1.337, H62 1.083
59 H 2.53 -0.09 -5.21  C53 1.083
60 H 1.91 1.51 -7.01  C54 1.083
61 H -2.04 1.97 -5.23  C57 1.083
62 H -1.41 0.37 -3.43  C58 1.083
63 O -7.48 1.39 -8.13  C64 1.223
64 C -6.56 1.09 -7.39  O63 1.223, C65 1.476, C70 1.476
65 C -6.80 0.47 -6.07  C64 1.476, C66 1.337, H71 1.083
66 C -5.79 0.15 -5.26  C65 1.337, C67 1.476, H72 1.083
67 C -4.38 0.40 -5.64  C66 1.476, O68 1.223, C69 1.476
68 O -3.46 0.10 -4.90  C67 1.223
69 C -4.14 1.02 -6.96  C67 1.476, C70 1.337, H73 1.083
70 C -5.15 1.34 -7.77  C64 1.476, C69 1.337, H74 1.083
71 H -7.83 0.29 -5.80  C65 1.083
72 H -5.95 -0.31 -4.29  C66 1.083
73 H -3.11 1.20 -7.23  C69 1.083
74 H -4.99 1.80 -8.74  C70 1.083

[4]
# C3H9N2O2

A cluster of 2 separate species, C3H9N2O2 in total (the ωB97M-V functional and the def2-TZVPD basis, OMol25).

Properties
Charge: +1
LUMO: -4.19 eV
Relative energy (zero: lowest compared OMol25 entry of this formula, charge and spin): 466.39 kJ/mol
HOMO-LUMO gap: 7.19 eV

Last columns: bonded neighbours and bond lengths (Å).
Element x y z (Å)
1 C -0.26 -2.23 1.17  N4 1.280, H8 1.082, H9 1.144
2 C 0.09 -0.83 -0.82  N4 1.421, O6 1.376, H10 1.014
3 C -0.01 1.36 -0.04  N5 1.340, O7 1.318, H11 1.145
4 N -0.65 -1.60 0.13  C1 1.280, C2 1.421, H12 1.102
5 N 0.78 1.53 1.03  C3 1.340, H13 0.995, H14 0.967
6 O -0.63 -0.37 -1.89  C2 1.376, H15 0.938
7 O 0.30 2.02 -1.14  C3 1.318, H16 0.921
8 H -0.96 -2.81 1.76  C1 1.082
9 H 0.80 -2.65 1.26  C1 1.144
10 H 1.10 -0.79 -0.76  C2 1.014
11 H -1.07 1.17 0.33  C3 1.145
12 H -1.70 -1.39 -0.13  N4 1.102
13 H 0.49 1.23 1.93  N5 0.995
14 H 1.50 2.18 0.96  N5 0.967
15 H -0.24 -0.52 -2.73  O6 0.938
16 H -0.37 2.07 -1.78  O7 0.921

Going through the records in order, we get total energy values of -10880.7309; -34258.6883; -145603.4616; -10322.0183 eV.